# 1
DFT (ωB97M-V/def2-TZVPD) results for a structure of composition C10H10N5NiO4S2.

Each line ends with the Mulliken charge.
Cartesian coordinates (Å):
1 Ni 0.095 1.296 0.060  0.38
2 C 3.755 0.885 -0.016  -1.32
3 C 2.581 0.071 0.428  1.05
4 O 1.639 -0.200 -0.322  -0.72
5 N 2.573 -0.358 1.713  -0.11
6 C 1.434 -1.095 2.225  -1.15
7 C 0.348 -0.256 2.850  0.88
8 C 0.051 -0.389 4.197  -0.68
9 C -1.001 0.337 4.735  -0.30
10 C -1.722 1.171 3.906  -0.99
11 C -1.349 1.268 2.574  -0.20
12 N -0.335 0.573 2.053  0.33
13 H 3.806 0.868 -1.100  0.32
14 H 4.684 0.527 0.429  0.43
15 H 3.554 1.913 0.293  0.28
16 H 3.201 0.096 2.356  0.24
17 H 1.788 -1.824 2.956  0.44
18 H 1.013 -1.639 1.380  0.27
19 H 0.633 -1.069 4.805  0.35
20 H -1.256 0.241 5.783  0.39
21 H -2.562 1.748 4.263  0.41
22 H -1.865 1.934 1.897  0.57
23 O -0.709 3.251 0.510  -0.63
24 S 0.724 3.646 0.261  1.02
25 O 1.031 5.028 0.492  -0.64
26 O 1.496 2.669 1.123  -0.62
27 S 1.034 2.888 -1.585  -0.46
28 N -5.461 0.784 1.347  -0.60
29 C -4.639 0.280 0.703  0.54
30 N -3.774 -0.394 -0.024  -0.74
31 C -2.614 0.064 -0.326  0.76
32 N -1.544 0.375 -0.678  -0.46

- Expectation value of S²: 2.01
- Energy relative to the best compared isomer or geometry (same formula, charge and spin): 0.088 eV
- Spin multiplicity: 3
- Calculated total energy: -88890.1313 eV
- Orbital gap (spin up / spin down): 7.397 / 7.331 eV
- Total charge: -1
- Lowest unoccupied orbital energy (spin up / spin down): 2.39 / 2.39 eV


# 2
DFT (ωB97M-V/def2-TZVPD) results for a cluster of 2 separate species, C4H11N2O in total.

Each line ends with the Mulliken charge.
Cartesian coordinates (Å):
1 C 1.814 0.423 1.716  -0.30
2 C 1.199 0.319 0.530  -0.08
3 N 0.618 -0.768 0.010  -0.32
4 N 2.524 1.687 2.032  -0.32
5 H 1.936 -0.338 2.467  0.33
6 H 1.156 1.186 -0.128  0.22
7 H -0.031 -0.674 -0.759  0.21
8 H 0.618 -1.640 0.513  0.20
9 H 3.516 1.671 1.779  0.35
10 H 2.471 1.881 3.033  0.37
11 H 2.085 2.482 1.563  0.36
12 C -3.221 -1.660 -1.857  -0.73
13 C -2.428 -0.655 -1.562  0.12
14 O -1.326 -0.338 -2.346  -0.60
15 H -4.028 -1.907 -1.181  0.25
16 H -3.083 -2.245 -2.752  0.26
17 H -2.566 -0.047 -0.671  0.31
18 H -1.254 0.622 -2.388  0.37

- Energy relative to the best compared isomer or geometry (same formula, charge and spin): 2.778 eV
- Spin multiplicity: 1
- Calculated total energy: -9346.0792 eV
- Orbital gap: 8.713 eV
- Total charge: +1
- Lowest unoccupied orbital energy: -3.55 eV


# 3
DFT (ωB97M-V/def2-TZVPD) results for a structure of composition C21H35Br2Cl3CsF3N3Na2O14PSV at a distorted geometry.

Each line ends with the Mulliken charge.
Cartesian coordinates (Å):
1 C 2.769 -1.848 3.361  -0.67
2 C 3.510 -1.851 1.878  -0.24
3 O 2.843 -2.796 0.961  -0.26
4 C 3.784 -3.394 0.001  -0.52
5 C 3.039 -4.434 -1.072  -0.14
6 O 2.536 -3.754 -2.283  -0.45
7 C 1.107 -3.412 -2.165  0.48
8 C 0.321 -3.416 -3.627  -0.67
9 O -0.912 -2.587 -3.618  -0.32
10 C -1.852 -3.137 -2.616  -0.65
11 C -1.958 -2.042 -1.398  0.24
12 C -1.868 -2.496 0.127  -0.29
13 N -1.639 -4.010 0.343  0.42
14 C -0.504 -4.257 1.310  -0.46
15 C -2.922 -4.703 0.746  0.40
16 C -3.850 -4.366 2.054  -0.78
17 O -3.355 -5.688 -0.082  -0.54
18 N -1.923 -1.732 1.369  -0.36
19 N -2.079 -0.428 1.085  0.50
20 P -2.089 0.597 2.592  0.36
21 O -3.578 1.470 2.827  -0.37
22 O -1.951 -0.442 4.031  -0.42
23 S -0.474 1.745 2.711  -0.02
24 C -2.234 0.272 -0.178  0.78
25 Br -2.513 2.278 -0.233  0.09
26 C -2.202 -0.450 -1.618  -0.28
27 Cl -2.399 0.348 -3.275  0.01
28 H 2.914 -0.804 3.888  0.28
29 H 1.599 -2.031 3.286  -0.01
30 H 3.239 -2.693 4.057  0.28
31 H 3.362 -0.769 1.413  0.14
32 H 4.640 -2.143 2.027  0.28
33 H 4.632 -4.057 0.516  0.25
34 H 4.324 -2.507 -0.558  0.37
35 H 3.885 -5.185 -1.447  0.31
36 H 2.239 -5.067 -0.499  0.25
37 H 0.503 -4.158 -1.460  -0.15
38 H 1.035 -2.306 -1.726  0.11
39 H 0.040 -4.500 -4.002  0.29
40 H 1.034 -2.931 -4.450  0.26
41 H -1.565 -4.222 -2.286  0.40
42 H -2.941 -3.220 -3.097  0.34
43 H -0.656 -3.814 2.383  0.27
44 H 0.503 -3.945 0.789  -0.01
45 H -0.436 -5.439 1.453  0.35
46 H -3.389 -3.584 2.797  0.16
47 H -4.898 -3.990 1.630  0.28
48 H -4.082 -5.406 2.591  0.34
49 H -3.958 1.305 3.750  0.36
50 H -0.978 -0.735 3.997  0.37
51 Br -1.498 1.554 4.755  -0.35
52 Cl 4.802 -6.140 -0.533  -0.89
53 Na 1.502 3.293 1.751  0.80
54 C 4.401 2.953 -1.224  0.62
55 O 5.630 2.773 -1.048  -0.85
56 O 4.019 2.470 -2.398  -0.38
57 O 3.530 3.488 -0.503  -0.68
58 H 4.931 2.176 -2.599  0.29
59 Na 7.502 2.824 -0.324  1.03
60 Cs 6.602 -4.717 -1.056  0.94
61 C -4.083 5.488 4.536  -0.78
62 C -5.491 5.020 4.228  -0.22
63 O -5.490 4.217 3.057  -0.46
64 H -3.677 6.064 3.697  0.23
65 H -4.068 6.112 5.434  0.34
66 H -3.416 4.634 4.688  0.18
67 H -6.150 5.876 4.055  0.29
68 H -5.899 4.432 5.056  0.24
69 H -4.908 3.455 3.224  0.23
70 Cl -0.650 1.786 -2.419  -0.66
71 O 8.672 -11.519 -4.132  -0.82
72 V 8.350 -10.167 -3.058  1.43
73 O 8.029 -8.814 -1.984  -0.87
74 C -2.519 5.794 -2.662  -1.07
75 C -1.214 5.757 -3.438  -0.09
76 O -0.740 7.086 -3.713  -0.31
77 C -0.170 7.749 -2.658  0.40
78 O -0.054 7.270 -1.530  -0.53
79 C 0.321 9.130 -3.081  0.82
80 F -0.622 9.835 -3.771  -0.24
81 F 1.414 9.060 -3.894  -0.24
82 F 0.682 9.914 -2.026  -0.24
83 H -3.265 6.391 -3.196  0.34
84 H -2.910 4.785 -2.513  0.27
85 H -2.388 6.259 -1.680  0.30
86 H -1.382 5.273 -4.407  0.28
87 H -0.445 5.174 -2.917  0.30

- Spin multiplicity: 1
- Calculated total energy: -296444.3945 eV
- Orbital gap: 0.880 eV
- Total charge: +1
- Lowest unoccupied orbital energy: -7.06 eV


# 4
DFT (ωB97M-V/def2-TZVPD) results for the molecule C5H11NO.

Each line ends with the Mulliken charge.
Cartesian coordinates (Å):
1 C -2.238 -0.309 -0.572  -1.12
2 C -1.534 0.839 0.145  -0.30
3 C -0.587 0.367 1.251  -0.78
4 N 0.532 -0.416 0.747  -0.18
5 C 1.628 0.238 0.263  0.62
6 O 1.724 1.455 0.331  -0.62
7 C 2.735 -0.576 -0.374  -0.97
8 H -2.918 0.061 -1.347  0.34
9 H -1.515 -0.972 -1.061  0.29
10 H -2.829 -0.911 0.129  0.29
11 H -0.950 1.436 -0.565  0.28
12 H -2.276 1.514 0.589  0.31
13 H -0.152 1.234 1.752  0.31
14 H -1.128 -0.227 1.998  0.41
15 H 0.430 -1.411 0.622  0.26
16 H 2.799 -0.280 -1.425  0.26
17 H 2.627 -1.663 -0.314  0.31
18 H 3.675 -0.278 0.098  0.28

- Energy relative to the best compared isomer or geometry (same formula, charge and spin): 0.051 eV
- Spin multiplicity: 1
- Calculated total energy: -8901.6467 eV
- Orbital gap: 10.448 eV
- SMILES string: CCCNC(C)=O
- Lowest unoccupied orbital energy: 0.89 eV


# 5
DFT (ωB97M-V/def2-TZVPD) results for the ion C4H12N4 with charge +2 at a distorted geometry.

Each line ends with the Mulliken charge.
Cartesian coordinates (Å):
1 C 0.311 -0.538 -0.285  0.63
2 C 0.181 1.478 -1.456  -0.50
3 C -1.486 1.819 0.243  -0.91
4 C 0.823 -1.964 -0.053  -0.75
5 N 0.068 0.307 0.645  -0.79
6 N 0.348 -0.019 -1.532  -0.28
7 N -0.080 1.609 0.051  0.41
8 N 0.941 -2.339 1.410  -0.28
9 H 1.155 1.969 -1.776  0.37
10 H -0.685 1.924 -1.967  0.35
11 H -2.165 1.187 -0.431  0.36
12 H -1.783 1.524 1.304  0.32
13 H -1.691 2.869 0.022  0.41
14 H 1.741 -1.935 -0.597  0.46
15 H 0.050 -2.692 -0.479  0.37
16 H 0.842 -0.277 -2.410  0.34
17 H 0.362 2.289 0.644  0.36
18 H 1.769 -2.928 1.483  0.36
19 H 0.003 -2.696 1.688  0.39
20 H 1.360 -1.519 1.977  0.39

- Energy relative to the best compared isomer or geometry (same formula, charge and spin): 1.753 eV
- Spin multiplicity: 1
- Calculated total energy: -10284.1455 eV
- Orbital gap: 11.050 eV
- Total charge: +2
- SMILES string: C[N@@H+]1CNC(C[NH3+])=N1
- Lowest unoccupied orbital energy: -7.14 eV


# 6
DFT (ωB97M-V/def2-TZVPD) results for the molecule C5H7NO at a distorted geometry.

Each line ends with the Mulliken charge.
Cartesian coordinates (Å):
1 N 1.557 -1.846 0.455  -0.67
2 C 1.008 -0.714 0.351  0.39
3 O 1.286 0.426 -0.529  -0.41
4 C 0.287 1.487 -0.343  -0.50
5 C -0.887 0.759 0.253  -0.14
6 C -1.053 -0.515 -0.489  -0.67
7 C -0.350 -0.476 0.869  -0.20
8 H 2.264 -2.150 -0.206  0.24
9 H -0.018 1.952 -1.298  0.29
10 H 0.653 2.288 0.310  0.30
11 H -1.734 1.266 0.692  0.43
12 H -0.293 -0.500 -1.289  0.23
13 H -1.977 -1.062 -0.556  0.30
14 H -0.743 -0.915 1.782  0.41

- Energy relative to the best compared isomer or geometry (same formula, charge and spin): 2.355 eV
- Spin multiplicity: 1
- Calculated total energy: -8833.8474 eV
- Orbital gap: 10.696 eV
- SMILES string: [H]/N=C1\OC[C@H]2C[C@@H]12
- Lowest unoccupied orbital energy: 1.06 eV


# 7
DFT (ωB97M-V/def2-TZVPD) results for a cluster of 2 separate species, C6H9O5 in total at a distorted geometry.

Each line ends with the Mulliken charge.
Cartesian coordinates (Å):
1 O -0.606 1.827 2.725  0.05
2 C -0.911 0.920 1.684  -0.82
3 C 0.220 1.397 3.807  -0.01
4 C 1.681 1.757 3.603  -1.24
5 H -0.169 1.905 4.702  0.31
6 H 0.100 0.313 3.949  0.17
7 H 1.799 2.842 3.477  0.27
8 H 2.271 1.440 4.475  0.35
9 H 2.093 1.263 2.713  0.27
10 O -0.107 -0.010 1.587  -0.33
11 O -1.115 -2.591 2.311  -0.51
12 O -2.009 -1.666 4.228  -0.33
13 C -2.154 -2.352 3.098  0.64
14 C -2.964 -0.596 4.295  -0.02
15 O -3.326 -2.062 2.539  -0.34
16 C -3.816 -0.808 3.038  -0.36
17 H -2.426 0.358 4.270  0.05
18 H -3.529 -0.695 5.228  0.29
19 H -3.643 -0.041 2.276  0.32
20 H -4.882 -0.926 3.256  0.23

- Energy relative to the best compared isomer or geometry (same formula, charge and spin): 2.762 eV
- Spin multiplicity: 1
- Calculated total energy: -16603.3733 eV
- Orbital gap: 5.526 eV
- Total charge: -1
- Lowest unoccupied orbital energy: 3.33 eV


# 8
DFT (ωB97M-V/def2-TZVPD) results for a structure of composition C3H13BrSi3 at a distorted geometry.

Each line ends with the Mulliken charge.
Cartesian coordinates (Å):
1 C -1.397 0.080 1.197  -0.95
2 C -0.311 2.447 0.294  -1.05
3 C -1.812 0.405 -1.577  -1.03
4 Si 2.265 -2.750 0.475  0.27
5 Si 2.007 -0.842 -0.804  0.30
6 Si -0.493 0.640 -0.237  0.23
7 Br 3.362 0.900 -0.323  -0.23
8 H -0.928 0.616 2.232  0.24
9 H -2.427 0.504 1.131  0.32
10 H -1.586 -0.956 1.483  0.39
11 H -0.261 3.131 -0.529  0.37
12 H -1.222 2.855 0.966  0.27
13 H 0.652 2.535 0.794  0.30
14 H -2.053 -0.734 -1.595  0.28
15 H -2.781 0.826 -1.251  0.33
16 H -1.523 0.726 -2.554  0.35
17 H 1.162 -2.815 1.622  -0.10
18 H 3.523 -2.891 1.305  -0.10
19 H 1.839 -3.935 -0.441  -0.06
20 H 1.984 -0.741 -2.186  -0.13

- Expectation value of S²: 2.00
- Energy relative to the best compared isomer or geometry (same formula, charge and spin): 0.000 eV
- Spin multiplicity: 3
- Calculated total energy: -96992.9398 eV
- Orbital gap (spin up / spin down): 5.749 / 7.663 eV
- Lowest unoccupied orbital energy (spin up / spin down): 0.33 / -2.76 eV